Entry 1:
The following is a quantum chemistry calculation of the molecule C21H19NO5S2 in a non-equilibrium geometry, from the OMol25 dataset.

The LUMO energy is -1.504 eV. As for the SMILES: O=C1OC(=O)C(COO)=C1CCCSC(=S)N(c1ccccc1)c1ccccc1. As for the total charge: 0. For the frontier orbital gap, the calculation gives 6.6 eV.

Element x y z (Å)
O: 2.08 -0.38 2.82
C: 2.88 -1.02 1.93
O: 3.30 -2.45 1.99
C: 3.78 -2.77 0.64
O: 4.02 -4.01 0.18
C: 3.98 -1.38 -0.21
C: 4.66 -1.32 -1.72
O: 6.06 -0.88 -1.58
O: 6.53 -1.49 -0.50
C: 3.44 -0.23 0.57
C: 3.37 1.39 0.21
C: 2.69 1.58 -1.28
C: 1.36 2.55 -1.30
S: -0.07 1.75 -2.30
C: -0.99 0.76 -0.97
S: 0.00 -0.33 -0.06
N: -2.47 0.90 -0.66
C: -2.54 1.14 0.83
C: -2.00 2.64 1.35
C: -1.94 3.11 2.92
C: -2.46 2.05 4.05
C: -3.02 0.57 3.55
C: -3.06 0.09 1.98
C: -3.28 -0.30 -1.10
C: -4.93 -0.34 -0.83
C: -5.84 -1.62 -1.31
C: -5.24 -2.93 -2.10
C: -3.60 -2.90 -2.42
C: -2.68 -1.61 -1.92
H: 4.55 -2.37 -2.27
H: 4.10 -0.54 -2.42
H: 6.70 -0.80 0.22
H: 4.48 1.83 0.23
H: 2.74 1.96 1.04
H: 2.35 0.50 -1.63
H: 3.51 2.06 -1.97
H: 1.01 2.76 -0.18
H: 1.69 3.58 -1.75
H: -1.59 3.40 0.53
H: -1.50 4.18 3.20
H: -2.40 2.38 5.18
H: -3.41 -0.20 4.36
H: -3.45 -0.98 1.61
H: -5.35 0.61 -0.24
H: -6.98 -1.61 -1.06
H: -5.89 -3.87 -2.44
H: -3.07 -3.80 -2.97
H: -1.52 -1.70 -2.18

Entry 2:
The following is a quantum chemistry calculation of the molecule C3H7N3O4, from the OMol25 dataset.

The LUMO energy is 0.566 eV. As for the SMILES: CCOC(=O)N(N)[N+](=O)[O-]. As for the total charge: 0. For the frontier orbital gap, the calculation gives 10.9 eV.

Element x y z (Å)
C: 1.74 -0.32 0.06
C: 0.46 -1.13 -0.05
O: -0.64 -0.22 -0.03
C: -1.84 -0.78 -0.03
O: -2.09 -1.94 -0.04
N: -2.82 0.24 -0.02
N: -2.42 1.56 -0.05
N: -4.22 -0.01 0.02
O: -4.60 -1.13 0.06
O: -4.87 1.00 0.01
H: 1.81 0.38 -0.77
H: 1.75 0.25 0.99
H: 2.60 -0.99 0.05
H: 0.36 -1.83 0.79
H: 0.43 -1.70 -0.98
H: -2.73 2.06 0.79
H: -2.79 2.04 -0.87

Entry 3:
The following is a quantum chemistry calculation of a structure of composition C6H8LiO6Sc in a non-equilibrium geometry, from the OMol25 dataset.

As for the expectation value of S²: 0.7511. The LUMO energy (spin up / spin down) is -5.977 / -5.983 eV. As for the spin multiplicity: 2. As for the total charge: +1. For the frontier orbital gap (spin up / spin down), the calculation gives 4.4 / 4.4 eV.

Element x y z (Å)
O: 0.42 -1.40 -1.25
O: 2.02 -1.50 0.32
C: 2.98 -0.59 0.87
C: 3.07 0.49 -0.20
O: 1.82 0.34 -0.90
C: 1.24 -0.85 -0.54
H: 2.59 -0.20 1.82
H: 3.92 -1.13 1.03
H: 3.88 0.32 -0.92
H: 3.13 1.50 0.21
O: -0.48 1.49 0.46
O: -2.98 -1.28 -1.15
C: -3.12 0.03 -0.76
C: -2.79 0.24 0.72
O: -1.51 -0.36 1.05
C: -0.35 0.31 0.87
H: -2.46 0.71 -1.35
H: -4.15 0.42 -0.90
H: -3.51 -0.30 1.35
H: -2.79 1.30 0.99
Li: -1.37 -1.89 -0.59
Sc: 0.44 2.32 -1.15